Record 1
54
Properties=species:S:1:pos:R:3 method="wB97M-V/def2-TZVPD" fmax_ha_per_bohr=0.0112 e_above_lowest_kj_mol=0.0 total_energy_ha=-1992.651915 charge=+2
Pd -0.98833 -0.66165 -0.54580
C 0.33203 -1.93543 -3.82149
O 0.75979 -1.17710 -2.65383
C 1.95037 -1.34042 -2.17806
C 2.93815 -2.09937 -2.81699
C 4.19564 -2.14292 -2.28107
C 4.55629 -1.44455 -1.08791
C 3.63447 -0.71603 -0.43310
C 2.26716 -0.64550 -0.91611
N 1.29222 -0.02676 -0.27894
N 1.74923 0.59416 0.82501
C 0.98855 1.32272 1.59509
C -0.47819 1.70156 1.35675
O -1.02610 1.40228 0.30308
C -1.18131 2.44220 2.37518
C -0.54458 2.85610 3.47813
C 0.86891 2.60347 3.71224
C 1.47252 3.10420 4.85098
C 2.82983 2.88715 5.08211
C 3.58738 2.16863 4.17074
C 2.99146 1.65955 3.02905
C 1.62854 1.86150 2.78208
H 0.87794 -1.58556 -4.69511
H -0.72407 -1.71712 -3.92139
H 0.49578 -2.99477 -3.63642
H 2.72202 -2.62133 -3.73605
H 4.95515 -2.72278 -2.79156
H 5.57047 -1.51414 -0.72213
H 3.87348 -0.19075 0.47481
H -2.22343 2.65532 2.18289
H -1.07830 3.42064 4.23357
H 0.88649 3.66677 5.56596
H 3.29041 3.28643 5.97564
H 4.64136 2.00754 4.34795
H 3.58094 1.10722 2.31431
S -3.80550 0.72441 -3.66306
C -2.26631 1.34129 -4.06706
C -1.28665 0.98642 -3.18174
C -1.81753 0.16171 -2.16311
C -3.16772 -0.05226 -2.27859
C -3.81269 -0.79435 -1.22321
C -5.14468 -1.14122 -1.08675
C -5.53953 -1.86750 0.02448
C -4.60332 -2.23093 0.98160
C -3.28508 -1.86662 0.79862
N -2.91686 -1.15555 -0.27204
H -2.16078 1.95328 -4.94954
H -0.25970 1.30788 -3.26496
H -5.85629 -0.84162 -1.84345
H -6.57609 -2.15382 0.14104
H -4.87870 -2.80764 1.85191
H -2.49753 -2.14373 1.48561
O -0.56452 -2.56233 -0.30680
O -0.25278 -2.06870 0.87746

=====

Record 2
55
Properties=species:S:1:pos:R:3 method="wB97M-V/def2-TZVPD" fmax_ha_per_bohr=0.0051 e_above_lowest_kj_mol=0.0 total_energy_ha=-1770.528856 charge=+1
Sn -0.54675 1.34989 -0.56039
C 2.41815 3.08331 2.52069
C 1.28787 2.38944 1.83969
N 1.30897 2.02223 0.61183
N 2.40977 2.23696 -0.16733
C 2.29167 1.56744 -1.30221
O 1.29289 0.79354 -1.57196
C 3.37992 1.68771 -2.29444
C 3.34316 0.90497 -3.44521
C 4.35871 1.00380 -4.38237
C 5.40971 1.88574 -4.17540
C 5.44714 2.67087 -3.02959
C 4.43715 2.57319 -2.08906
C 0.04829 2.02475 2.56594
C -0.19319 2.43131 3.87141
C -1.32728 1.97221 4.52042
C -2.18712 1.11550 3.85228
C -1.89530 0.78412 2.54069
N -0.81313 1.23159 1.90636
H 3.32583 2.95368 1.93914
H 2.21364 4.15437 2.59634
H 2.56723 2.69621 3.52768
H 2.51537 0.22655 -3.59754
H 4.32992 0.39434 -5.27562
H 6.20155 1.96361 -4.90874
H 6.26555 3.36036 -2.87197
H 4.45419 3.17835 -1.19394
H 0.49883 3.09304 4.37099
H -1.53147 2.27442 5.53867
H -3.06953 0.71359 4.32859
H -2.55050 0.13924 1.97079
O -1.54974 -5.97553 0.82196
N -2.33672 -5.58550 -0.01689
O -3.06608 -6.28528 -0.67967
C -2.44558 -4.12354 -0.21233
C -3.67352 -3.65346 -0.49023
C -3.88363 -2.24417 -0.60154
C -5.15011 -1.68809 -0.85415
C -5.28447 -0.32679 -0.92710
C -4.14555 0.46671 -0.73145
N -2.95364 -0.03513 -0.48841
C -2.80496 -1.36852 -0.43731
C -1.47296 -1.89060 -0.21028
N -0.43154 -1.02048 -0.15623
C 0.78438 -1.49724 0.04201
C 1.05838 -2.85719 0.17903
C 0.02809 -3.75354 0.10740
C -1.28563 -3.27699 -0.08034
H -4.49980 -4.34129 -0.60708
H -6.00201 -2.34243 -0.98932
H -6.23985 0.13698 -1.12565
H -4.21245 1.54865 -0.77360
H 1.58281 -0.76931 0.07170
H 2.07791 -3.18228 0.32523
H 0.21542 -4.81132 0.19850

=====

Record 3
62
Properties=species:S:1:pos:R:3 method="wB97M-V/def2-TZVPD" fmax_ha_per_bohr=0.0265 e_above_lowest_kj_mol=0.0 total_energy_ha=-8778.062125
Lu -0.34034 0.35539 -0.32745
C -3.39607 1.69616 -0.46759
N -2.24352 1.83001 0.43748
C -1.93866 3.26107 0.59211
C -2.59461 1.26931 1.75628
C -1.39202 1.08370 2.68279
N -0.25330 0.53443 1.95114
C 0.86719 0.20943 2.61828
C 2.03143 -0.06299 1.86679
F 1.91833 0.11229 0.49958
C 3.25028 -0.42513 2.37616
F 4.26727 -0.64506 1.52652
C 3.43214 -0.56115 3.73699
C 2.32362 -0.29400 4.52309
F 2.43790 -0.41225 5.85198
C 1.09825 0.07790 4.00968
F 0.10261 0.29989 4.89288
H -4.26413 2.24272 -0.07905
H -3.66316 0.64729 -0.57638
H -3.13532 2.10734 -1.44441
H -2.80915 3.79264 0.99705
H -1.67727 3.69410 -0.36938
H -1.09429 3.38937 1.26657
H -3.06731 0.30520 1.59087
H -3.31970 1.92182 2.25962
H -1.71444 0.42704 3.49217
H -1.11262 2.04282 3.13467
H 4.37762 -0.85671 4.16326
C 2.73325 -1.65726 -1.65442
C 1.76106 -2.45747 -0.84194
C 2.13420 -3.71264 -0.31647
C 1.25084 -4.43392 0.43189
C -0.05109 -3.93522 0.65997
C -1.05089 -4.58128 1.41558
Br -0.70090 -6.25666 2.23734
C -2.28999 -4.02363 1.55767
C -2.58521 -2.80356 0.94289
Br -4.35601 -2.14222 1.06747
C -1.65786 -2.08970 0.19320
O -1.91472 -0.96449 -0.41772
C -0.35199 -2.68163 0.08310
N 0.55879 -1.96077 -0.63408
H 3.08114 -2.23596 -2.51143
H 3.60520 -1.39947 -1.05102
H 2.27282 -0.73879 -2.01237
H 3.13252 -4.08610 -0.50097
H 1.52915 -5.39318 0.84656
H -3.04864 -4.53294 2.13437
F 2.47809 4.41196 -3.06527
C 1.27814 4.31363 -3.65503
F 1.40874 4.85962 -4.88639
F 0.41824 5.10013 -2.97828
C 0.77686 2.89897 -3.75977
C 0.53361 2.35493 -5.00123
C 0.01266 1.06724 -5.09721
C -0.26003 0.39414 -3.93103
N -0.02618 0.89089 -2.71281
C 0.51369 2.13768 -2.59087
S 0.85182 2.66920 -1.00267
H 0.74528 2.92906 -5.89260
H -0.18634 0.61921 -6.05907
H -0.68701 -0.60238 -3.95910

=====

Record 4
57
Properties=species:S:1:pos:R:3 method="wB97M-V/def2-TZVPD" fmax_ha_per_bohr=0.0097 e_above_lowest_kj_mol=12.2 total_energy_ha=-4238.209433 charge=+3
W 0.16812 0.43726 0.90650
O 0.90095 -1.33484 -4.35795
C 1.09405 -0.02191 -4.33528
C 1.39283 0.59789 -5.54964
C 1.61151 1.95250 -5.59279
C 1.54267 2.75272 -4.43090
C 1.25618 2.17223 -3.23497
C 1.02611 0.76885 -3.15057
C 0.73787 0.17052 -1.90926
O 0.66359 0.97344 -0.79427
N 0.48995 -1.08898 -1.65687
N 0.28086 -1.27929 -0.31335
C 0.11371 -2.56632 0.00798
C -0.06780 -3.06303 1.30290
C -0.25083 -4.44899 1.52248
C -0.38838 -4.92181 2.80413
C -0.33762 -4.03654 3.89012
C -0.15007 -2.66924 3.71621
C -0.02524 -2.20177 2.42715
O 0.15881 -0.88455 2.18757
H 0.74168 -1.70020 -3.47526
H 1.44782 -0.01673 -6.43747
H 1.84130 2.41823 -6.54229
H 1.71729 3.81668 -4.49755
H 1.19885 2.77239 -2.33745
H 0.14780 -3.26108 -0.82624
H -0.28074 -5.12222 0.67481
H -0.53075 -5.97878 2.98193
H -0.44308 -4.42526 4.89521
H -0.10555 -1.99121 4.55728
O 0.61478 4.33007 1.79790
C 0.78218 3.16971 1.75879
O -0.15960 2.25056 1.32790
C 2.02686 2.41448 2.14402
C 3.13481 2.99990 2.70137
C 4.22361 2.18403 3.00524
C 4.15252 0.82119 2.74046
C 3.00223 0.29859 2.18295
N 1.95341 1.08979 1.88479
H 3.13446 4.06604 2.88834
H 5.11604 2.60825 3.44743
H 4.97920 0.16238 2.96701
H 2.90456 -0.75786 1.96908
C -4.28368 0.17597 -2.27695
C -3.78491 0.35641 -0.87687
C -4.65129 0.67802 0.17659
C -4.17075 0.84269 1.45987
C -2.81539 0.70030 1.69195
Br -2.14766 0.93492 3.42316
N -1.95864 0.38541 0.69915
C -2.45288 0.21815 -0.56376
H -4.74255 1.09860 -2.63397
H -5.04643 -0.60249 -2.31174
H -3.48258 -0.09595 -2.96165
H -5.71069 0.79980 -0.01713
H -4.82767 1.08886 2.28216
H -1.74183 -0.03781 -1.33826

=====

Record 5
57
Properties=species:S:1:pos:R:3 method="wB97M-V/def2-TZVPD" fmax_ha_per_bohr=0.0051 total_energy_ha=-2885.498571
Pt -0.93770 -0.95545 1.72878
Cl 1.34599 -3.58097 7.56632
C 0.76299 -3.42867 5.94221
C 0.52730 -2.15098 5.44523
C 0.06157 -1.99614 4.15068
N -0.21480 -0.75708 3.54095
C 0.00444 0.46893 4.03210
O 0.45053 0.80433 5.11926
C -0.35024 1.52979 2.99820
C -0.05112 2.85486 3.24273
C -0.32477 3.79488 2.26279
C -0.89950 3.37700 1.07357
C -1.17851 2.03328 0.90431
N -0.91525 1.12609 1.84171
C -0.17337 -3.13645 3.34558
C 0.06370 -4.40234 3.85206
C 0.53374 -4.54401 5.15339
Cl 0.81854 -6.14429 5.75289
N -0.65480 -2.87136 2.04779
C -0.85166 -3.73953 1.05011
O -0.69133 -4.95112 1.01971
C -1.30440 -3.01051 -0.21077
C -1.45857 -3.70883 -1.39261
C -1.86401 -3.02450 -2.52666
C -2.11908 -1.66436 -2.43410
C -1.94198 -1.03355 -1.21598
N -1.53502 -1.68424 -0.12863
H 0.71073 -1.28396 6.05979
H 0.39812 3.10203 4.19392
H -0.08802 4.83856 2.42227
H -1.12540 4.07078 0.27620
H -1.62929 1.66822 -0.00512
H -0.11021 -5.27116 3.23705
H -1.25746 -4.77055 -1.37939
H -1.98532 -3.54399 -3.46805
H -2.45364 -1.09172 -3.28790
H -2.14386 0.01990 -1.09343
C 0.18251 4.62726 -5.55375
C 0.63828 3.61864 -4.53614
C -0.27156 2.76462 -3.91588
C 0.14578 1.84522 -2.96758
C 1.48806 1.77500 -2.63070
C 2.40908 2.62609 -3.22145
C 1.98031 3.53572 -4.17638
S 2.03856 0.60158 -1.40031
C 2.14106 -0.82655 -2.48683
O 0.87971 0.32650 -0.50302
H -0.82523 4.40785 -5.90347
H 0.84850 4.64023 -6.41663
H 0.17772 5.63302 -5.12932
H -1.32076 2.82424 -4.18128
H -0.55795 1.18761 -2.47254
H 3.45198 2.58431 -2.93030
H 2.69837 4.20065 -4.64165
H 1.15319 -1.00633 -2.91112
H 2.44832 -1.66884 -1.86927
H 2.87574 -0.63974 -3.26932